(1)
11
Properties=species:S:1:pos:R:3:lowdin_charge:R:1 method="wB97M-V/def2-TZVPD" spin_multiplicity=1 e_tot_ha=-281.488376 gap_ha=0.3473 fmax_ev_per_a=2.32 smiles=Nc1ccn[nH]1 lumo_energy_ev=0.82
N 1.5818 -0.0957 0.9489 0.105
C 0.3988 -0.0933 0.2028 -0.427
C -0.6026 0.8793 0.3166 -0.102
C -1.6781 0.2647 -0.4235 -0.183
N -1.3334 -0.8720 -0.9823 0.030
N -0.0307 -1.0564 -0.6284 0.034
H 1.3791 0.3711 1.8272 0.086
H 2.4171 0.3040 0.5425 0.086
H 0.1016 1.5271 -0.2524 0.124
H -2.7215 0.5687 -0.4839 0.094
H 0.4880 -1.7976 -1.0677 0.151

***

(2)
11
Properties=species:S:1:pos:R:3:lowdin_charge:R:1 method="wB97M-V/def2-TZVPD" spin_multiplicity=1 e_tot_ha=-281.362580 gap_ha=0.3524 fmax_ev_per_a=0.50 lumo_energy_ev=0.61
C 0.8872 -0.5462 -1.3410 -0.032
C 0.0589 0.0503 0.0419 -0.422
C -0.8657 -0.3749 -0.7640 0.094
N -1.2169 0.7414 2.0204 0.038
N -0.0011 0.5866 2.2186 -0.103
N 0.7589 0.3401 1.0676 0.012
H 1.6041 0.2748 -1.4334 0.098
H 0.4618 -0.7280 -2.3298 0.088
H 1.3597 -1.4596 -0.9860 0.092
H -1.4461 0.2100 -1.4662 0.082
H -1.6265 0.8964 2.9484 0.054

***

(3)
11
Properties=species:S:1:pos:R:3:lowdin_charge:R:1 method="wB97M-V/def2-TZVPD" spin_multiplicity=1 e_tot_ha=-281.480491 gap_ha=0.3423 fmax_ev_per_a=1.06 smiles="C=C1CNN=N1" lumo_energy_ev=0.51
C -0.0762 -1.6926 0.6061 0.066
C -0.4229 -0.4351 0.3201 -0.359
C 0.2866 0.2748 -0.7764 -0.171
N 0.2927 1.5926 -0.1927 -0.036
N -0.7029 1.6659 0.7441 -0.013
N -1.1726 0.5366 1.0470 0.037
H -0.6542 -2.4346 1.1304 0.056
H 0.9260 -1.9802 0.3004 0.058
H 1.1987 -0.3134 -0.9098 0.112
H -0.2616 0.2274 -1.7321 0.128
H 0.4532 2.4572 -0.6886 0.125

***

(4)
11
Properties=species:S:1:pos:R:3:lowdin_charge:R:1 method="wB97M-V/def2-TZVPD" spin_multiplicity=1 e_tot_ha=-281.459678 gap_ha=0.3566 fmax_ev_per_a=7.52 lumo_energy_ev=0.64
C -1.6168 0.5397 0.5138 -0.097
N -0.2753 0.0792 0.4175 -0.057
C 0.7851 -0.2157 -0.2800 -0.483
N 1.3064 -1.2917 0.2476 0.064
C 1.4294 0.5499 -1.3652 -0.133
N 1.9315 1.1388 -2.1495 0.168
H -1.9099 1.4642 0.0091 0.081
H -2.2199 -0.3143 0.1770 0.087
H -1.6760 0.6914 1.5966 0.084
H 0.0773 -1.0353 0.9846 0.229
H 2.1681 -1.6062 -0.1515 0.058

***

(5)
11
Properties=species:S:1:pos:R:3:lowdin_charge:R:1 method="wB97M-V/def2-TZVPD" spin_multiplicity=1 e_tot_ha=-281.533332 gap_ha=0.3665 fmax_ev_per_a=1.24 lumo_energy_ev=0.60
C 1.7648 -0.5300 0.1482 -0.121
N 0.3625 -0.5996 -0.0611 0.026
C -0.6850 0.0829 -0.1128 -0.446
N -1.0404 1.4049 0.0768 0.131
C -1.7946 -0.7717 -0.5602 -0.159
N -2.5431 -1.5712 -0.9313 0.145
H 2.1165 -1.5427 -0.0558 0.071
H 2.2680 0.1452 -0.5521 0.081
H 2.0521 -0.2858 1.1762 0.078
H -0.4276 2.0142 0.5957 0.098
H -2.0276 1.5706 0.2220 0.096

***

(6)
11
Properties=species:S:1:pos:R:3:lowdin_charge:R:1 method="wB97M-V/def2-TZVPD" spin_multiplicity=1 e_tot_ha=-281.516794 gap_ha=0.3781 fmax_ev_per_a=7.43 smiles=Cn1cnnc1 lumo_energy_ev=0.68
C -1.3426 -0.2346 -0.1080 -0.006
N 0.0194 0.2446 0.3510 -0.090
C 0.7582 1.2573 0.0352 -0.205
N 1.9342 0.7926 -0.2201 -0.001
N 1.9756 -0.5416 -0.1201 0.037
C 0.7737 -0.8518 0.2118 -0.245
H -1.3465 -0.8790 -0.9845 0.088
H -1.9714 0.6181 -0.3275 0.081
H -1.7928 -0.7928 0.7192 0.091
H 0.4243 2.2672 0.0014 0.123
H 0.5680 -1.8800 0.4415 0.129

***

(7)
12
Properties=species:S:1:pos:R:3:lowdin_charge:R:1 method="wB97M-V/def2-TZVPD" spin_multiplicity=1 e_tot_ha=-356.720594 gap_ha=0.3929 fmax_ev_per_a=1.80 smiles=COn1cnnc1 lumo_energy_ev=0.71
C -0.1925 -2.1682 1.0415 -0.075
O 0.7241 -1.0979 0.9054 -0.112
N 0.2212 -0.0683 0.1464 -0.108
C 0.3465 0.0949 -1.2351 -0.133
N -0.1648 1.2475 -1.5527 0.000
N -0.6157 1.8772 -0.3967 0.009
C -0.3181 1.1108 0.6019 -0.154
H 0.3799 -2.8460 1.7273 0.108
H -0.3187 -2.7417 0.0793 0.098
H -1.1768 -1.8470 1.3936 0.090
H 0.6850 -0.6899 -1.9504 0.139
H -0.4631 1.2876 1.6779 0.136

***

(8)
12
Properties=species:S:1:pos:R:3:lowdin_charge:R:1 method="wB97M-V/def2-TZVPD" spin_multiplicity=1 e_tot_ha=-356.662437 gap_ha=0.3340 fmax_ev_per_a=4.63 lumo_energy_ev=0.38
C 2.1035 -0.0677 0.0055 -0.348
C 0.2514 -1.6637 0.1189 -0.143
C -1.9367 0.5893 -0.0482 0.070
N -0.7713 2.6146 0.1122 0.054
N 1.1559 -0.6827 -0.3786 0.055
N -1.3394 1.6184 -0.2523 -0.211
O 3.0308 0.6404 -0.0278 0.142
H -0.6741 -1.1152 0.6654 0.073
H -0.1207 -2.4257 -0.7165 0.122
H 0.6663 -2.1046 1.0279 0.067
H -2.5835 -0.1564 -0.4406 0.050
H 0.2178 2.7531 -0.0659 0.069

***

(9)
12
Properties=species:S:1:pos:R:3:lowdin_charge:R:1 method="wB97M-V/def2-TZVPD" spin_multiplicity=1 e_tot_ha=-356.655521 gap_ha="0.3279 / 0.3277" fmax_ev_per_a=3.93 lumo_energy_ev="-0.29 / -0.29"
C -0.1115 1.0709 -0.7152 -0.661
C 0.7113 -1.7018 0.1935 -0.154
C 0.8619 0.7047 0.3050 0.085
N 0.1444 -2.3146 1.3259 0.076
N -0.6056 -2.1933 0.3527 0.085
N -1.3793 1.2741 -0.2505 0.147
O 0.1680 1.2236 -1.8893 0.030
H 1.4522 -2.0985 -0.4671 0.076
H 1.9021 0.7433 0.0391 0.062
H 0.6089 0.7967 1.3476 0.057
H -1.6526 1.0308 0.6836 0.091
H -2.0999 1.4639 -0.9252 0.106

***

(10)
12
Properties=species:S:1:pos:R:3:lowdin_charge:R:1 method="wB97M-V/def2-TZVPD" spin_multiplicity=1 e_tot_ha=-356.598216 gap_ha="0.2634 / 0.2634" fmax_ev_per_a=0.35 lumo_energy_ev="-1.24 / -1.24"
N 2.0717 1.3460 -0.4878 0.090
C 0.9027 -0.7187 -0.0283 -0.091
C 0.0384 -1.7652 0.0360 -0.117
N -1.2420 -1.1782 0.1083 0.116
C -1.0393 0.1544 0.0828 -0.442
O -2.0656 1.0149 0.1488 0.113
N 0.2407 0.4114 0.0176 0.027
H 2.6271 2.2290 -0.5154 -0.013
H 2.1453 1.0693 0.4919 -0.053
H 0.1704 -2.8354 0.0333 0.087
H -2.1456 -1.6293 0.1001 0.156
H -1.7037 1.9017 0.0128 0.126

***

(11)
12
Properties=species:S:1:pos:R:3:lowdin_charge:R:1 method="wB97M-V/def2-TZVPD" spin_multiplicity=1 e_tot_ha=-356.746966 gap_ha=0.3737 fmax_ev_per_a=5.51 smiles="O=C1CN=CNN1" lumo_energy_ev=0.75
O -2.4189 -0.0322 0.1297 0.020
C -1.1813 -0.1104 -0.0758 -0.479
C -0.5520 1.2524 0.0139 -0.149
N 0.8986 1.2226 -0.1050 0.004
C 1.5424 0.0945 0.0255 -0.169
N 0.8413 -1.1874 0.3023 -0.010
N -0.4783 -1.2434 -0.2955 0.044
H -0.8184 1.8155 1.0127 0.171
H -0.7994 1.8007 -0.9005 0.122
H 2.6805 0.1645 0.1668 0.136
H 1.3802 -1.7726 -0.4012 0.129
H -1.0946 -2.0041 0.1271 0.181

***

(12)
12
Properties=species:S:1:pos:R:3:lowdin_charge:R:1 method="wB97M-V/def2-TZVPD" spin_multiplicity=1 e_tot_ha=-356.778177 gap_ha=0.3667 fmax_ev_per_a=0.37 smiles=Nc1conc1N lumo_energy_ev=0.72
N 0.0538 -0.6534 -1.6591 0.073
C -0.1856 -0.5591 -0.2682 -0.271
C -0.8082 -1.4560 0.5327 -0.062
O -0.8285 -1.0276 1.7952 -0.048
N -0.2038 0.2131 1.8696 0.101
C 0.1777 0.4809 0.6478 -0.381
N 0.8975 1.6188 0.3236 0.120
H -0.3942 0.0896 -2.1713 0.072
H 1.0433 -0.6124 -1.8652 0.081
H -1.2636 -2.4157 0.3335 0.135
H 0.6627 1.9957 -0.5844 0.085
H 0.8489 2.3261 1.0459 0.095